Computed, not measured: a cluster of 14 separate species, C38H102N2O24 in total at a distorted geometry, with ωB97M-V/def2-TZVPD.

Last column: Mulliken charge in e.
Cartesian coordinates (Å):
1 O 0.430 -7.418 -1.515  -0.63
2 H 0.017 -8.084 -0.965  0.32
3 H -0.039 -7.469 -2.347  0.32
4 O 5.516 0.456 5.201  -0.63
5 H 4.692 0.065 4.908  0.31
6 H 6.060 -0.291 5.451  0.32
7 C 7.357 -4.210 -6.651  -1.62
8 C 7.302 -2.770 -7.125  1.72
9 C 5.850 -2.275 -7.209  -1.28
10 C 5.198 -1.963 -5.775  -0.73
11 C 6.096 -0.939 -5.014  -1.27
12 C 7.538 -1.315 -4.915  1.72
13 N 8.130 -1.791 -6.215  0.06
14 O 9.485 -2.035 -6.241  -0.44
15 C 8.203 0.032 -4.622  -2.05
16 C 7.764 -2.204 -3.651  -1.73
17 C 7.956 -2.829 -8.536  -1.88
18 H 7.737 -4.252 -5.630  0.29
19 H 7.882 -4.949 -7.257  0.39
20 H 6.358 -4.642 -6.597  0.31
21 H 5.927 -1.376 -7.821  0.38
22 H 5.164 -2.968 -7.697  0.43
23 H 4.899 -2.863 -5.237  0.33
24 H 4.264 -1.455 -6.012  0.40
25 H 5.678 -0.826 -4.014  0.43
26 H 5.839 0.002 -5.500  0.45
27 H 7.873 0.559 -3.727  0.40
28 H 9.258 -0.176 -4.445  0.42
29 H 8.147 0.684 -5.493  0.49
30 H 7.020 -2.943 -3.349  0.34
31 H 8.753 -2.662 -3.660  0.36
32 H 7.827 -1.625 -2.729  0.47
33 H 8.942 -3.240 -8.755  0.39
34 H 8.115 -1.793 -8.835  0.46
35 H 7.184 -3.159 -9.230  0.41
36 H 9.625 -2.814 -5.699  0.36
37 C -0.048 1.574 1.918  -1.64
38 C -0.566 0.794 0.730  1.54
39 C 0.608 0.146 0.058  -1.08
40 C 1.080 -1.061 0.929  -0.70
41 C -0.007 -2.133 1.095  -1.23
42 C -1.355 -1.559 1.643  1.66
43 N -1.638 -0.202 1.009  0.15
44 O -2.913 0.329 1.322  -0.42
45 C -2.471 -2.573 1.372  -1.68
46 C -1.149 -1.545 3.205  -1.75
47 C -1.021 1.847 -0.302  -1.92
48 H 0.657 2.378 1.708  0.40
49 H 0.536 0.979 2.620  0.30
50 H -0.744 1.884 2.698  0.37
51 H 0.282 -0.290 -0.886  0.30
52 H 1.510 0.740 -0.086  0.47
53 H 1.414 -0.746 1.917  0.24
54 H 2.023 -1.400 0.500  0.43
55 H 0.519 -2.853 1.722  0.39
56 H -0.181 -2.629 0.139  0.39
57 H -3.293 -2.343 0.694  0.38
58 H -2.223 -3.607 1.130  0.38
59 H -3.066 -2.721 2.274  0.33
60 H -0.396 -0.811 3.493  0.37
61 H -2.071 -1.204 3.675  0.43
62 H -0.721 -2.421 3.692  0.38
63 H -1.585 2.625 0.212  0.41
64 H -1.781 1.441 -0.969  0.40
65 H -0.188 2.394 -0.745  0.38
66 H -2.893 0.711 2.203  0.31
67 C -6.075 -0.204 6.724  -0.33
68 C -7.179 -0.955 5.917  -0.35
69 O -7.604 -2.225 6.507  -0.51
70 O -5.643 1.051 6.043  -0.54
71 H -5.246 -0.880 6.933  0.29
72 H -6.439 0.124 7.697  0.30
73 H -6.684 -1.148 4.965  0.22
74 H -7.886 -0.189 5.597  0.32
75 H -8.517 -2.394 6.266  0.31
76 H -4.948 1.470 6.557  0.29
77 C -3.274 -10.090 3.737  -0.42
78 C -2.854 -10.287 2.367  -0.40
79 O -2.119 -9.169 1.959  -0.48
80 O -2.175 -10.455 4.485  -0.54
81 H -4.050 -10.749 4.128  0.33
82 H -3.698 -9.131 4.036  0.31
83 H -3.789 -10.349 1.811  0.31
84 H -2.256 -11.197 2.313  0.27
85 H -1.476 -9.273 2.665  0.33
86 H -2.289 -10.448 5.438  0.29
87 C 1.537 2.594 9.536  -0.41
88 C 0.745 2.375 8.326  -0.47
89 O -0.609 2.540 8.519  -0.48
90 O 1.056 1.703 10.510  -0.47
91 H 1.316 3.596 9.903  0.31
92 H 2.611 2.552 9.353  0.26
93 H 0.914 1.434 7.803  0.36
94 H 1.132 3.143 7.656  0.26
95 H -0.780 3.428 8.840  0.31
96 H 0.920 0.867 10.058  0.33
97 C -2.629 -1.923 -5.353  -0.28
98 C -3.527 -2.523 -6.458  -0.41
99 O -4.221 -3.598 -5.908  -0.51
100 O -3.455 -1.579 -4.236  -0.51
101 H -1.950 -1.113 -5.620  0.35
102 H -1.946 -2.681 -4.970  0.26
103 H -2.943 -3.109 -7.167  0.28
104 H -4.148 -1.760 -6.928  0.26
105 H -4.693 -3.277 -5.136  0.31
106 H -2.883 -1.397 -3.487  0.25
107 C 4.531 6.099 -0.658  -0.39
108 C 5.003 6.602 0.772  -0.41
109 O 5.555 7.899 0.701  -0.54
110 O 3.191 6.538 -0.880  -0.51
111 H 4.793 5.043 -0.722  0.32
112 H 5.063 6.642 -1.439  0.33
113 H 5.791 5.974 1.187  0.30
114 H 4.191 6.758 1.483  0.27
115 H 4.811 8.345 0.288  0.32
116 H 2.942 6.225 -1.752  0.28
117 C -0.029 5.107 -6.523  -0.33
118 C 1.264 4.328 -6.717  -0.38
119 O 2.360 4.573 -5.805  -0.51
120 O 0.103 6.471 -6.944  -0.54
121 H -0.251 5.087 -5.456  0.26
122 H -0.930 4.685 -6.968  0.32
123 H 1.597 4.548 -7.732  0.30
124 H 1.020 3.288 -6.500  0.27
125 H 2.839 5.338 -6.133  0.29
126 H -0.339 7.077 -6.345  0.31
127 C -5.867 4.379 -4.135  -0.34
128 C -5.537 5.843 -3.508  -0.37
129 O -5.307 6.721 -4.649  -0.51
130 O -7.183 4.255 -4.623  -0.51
131 H -5.920 3.462 -3.548  0.34
132 H -5.358 4.126 -5.065  0.21
133 H -4.851 5.888 -2.662  0.33
134 H -6.415 6.157 -2.944  0.25
135 H -6.118 6.959 -5.105  0.30
136 H -7.688 4.609 -3.888  0.29
137 C -9.283 -3.089 -1.388  -0.29
138 C -10.003 -1.727 -1.412  -0.39
139 O -9.735 -1.180 -0.105  -0.49
140 O -9.845 -4.224 -0.637  -0.53
141 H -8.229 -2.904 -1.181  0.24
142 H -9.312 -3.508 -2.394  0.29
143 H -11.039 -2.001 -1.611  0.30
144 H -9.598 -1.067 -2.179  0.26
145 H -8.785 -1.047 -0.129  0.30
146 H -9.751 -5.041 -1.134  0.32
147 C -2.927 9.295 2.225  -0.50
148 C -3.411 10.511 3.059  -0.39
149 O -2.733 10.672 4.325  -0.49
150 O -3.466 8.090 2.676  -0.51
151 H -1.854 9.113 2.154  0.35
152 H -3.033 9.368 1.143  0.33
153 H -4.496 10.404 3.069  0.24
154 H -3.220 11.425 2.496  0.32
155 H -2.534 11.608 4.244  0.33
156 H -2.805 7.431 2.452  0.32
157 C 4.430 -3.563 8.945  -0.27
158 C 3.426 -4.651 8.772  -0.57
159 O 2.878 -4.637 7.401  -0.50
160 O 3.928 -2.288 8.787  -0.48
161 H 5.327 -3.801 8.372  0.29
162 H 4.788 -3.620 9.973  0.30
163 H 2.511 -4.461 9.333  0.33
164 H 3.915 -5.619 8.873  0.30
165 H 2.406 -3.816 7.558  0.30
166 H 4.582 -1.678 9.135  0.29

Calculated values
HOMO energy (eV): -8.33
Gap between HOMO and LUMO (eV): 8.24
Electronic energy (a.u.): -3423.71142